# 1
Computed, not measured: a molecular structure, C33H42FN4O4S4SiTi, with ωB97M-V/def2-TZVPD.

Computed properties:
* gap between HOMO and LUMO: 0.2842 Eh
* E: -4634.54936 hartree
* ΔE to the lowest compared entry with this formula, charge and spin: 0.000 eV
* maximum force: 0.7 eV/Å

ORCA input file:
```
! wB97M-V def2-TZVPD RIJCOSX def2/J DEFGRID3
* xyz -1 1
Ti -0.8877 0.7908 0.3835
C -3.2514 2.8678 -0.3311
N -2.6323 1.5661 -0.5812
C -3.1926 0.7567 -1.4255
C -2.5698 -0.4768 -1.6938
C -2.8166 -1.4983 -2.6114
C -1.7514 -2.3926 -2.4892
C -0.9028 -1.8729 -1.5075
N -1.3930 -0.7261 -1.0113
C -4.6117 2.7589 0.3148
C -5.7561 3.1730 -0.3542
C -7.0077 3.0521 0.2391
C -7.1212 2.5122 1.5096
C -5.9795 2.0955 2.1856
C -4.7330 2.2175 1.5943
H -3.3280 3.4226 -1.2710
H -2.5756 3.4209 0.3174
H -4.1245 1.0259 -1.9235
H -3.6603 -1.5623 -3.2814
H -1.5872 -3.3029 -3.0431
H 0.0445 -2.2667 -1.1763
H -5.6681 3.5972 -1.3484
H -7.8917 3.3785 -0.2945
H -8.0942 2.4145 1.9741
H -6.0633 1.6749 3.1800
H -3.8366 1.8927 2.1108
C -1.6074 3.0712 4.4183
Si -0.6193 2.7202 2.8600
C 1.0502 2.0376 3.3726
C -0.3832 4.3420 1.9557
N 0.4441 1.7535 -0.0704
C 1.3437 2.3688 -0.8947
C 2.6858 2.5532 -0.5346
C 3.5746 3.2161 -1.3680
C 3.1534 3.7126 -2.5941
C 1.8292 3.5397 -2.9827
C 0.9593 2.8847 -2.1402
F -0.3272 2.7405 -2.5208
H -1.0974 3.7936 5.0604
H -1.7600 2.1572 4.9980
H -2.5925 3.4769 4.1727
H 1.4708 2.6259 4.1924
H 1.7565 2.0428 2.5416
H 0.9731 1.0062 3.7260
H 0.0303 5.0857 2.6431
H -1.3319 4.7379 1.5851
H 0.2973 4.2385 1.1092
H 3.0130 2.1501 0.4156
H 4.6050 3.3385 -1.0582
H 3.8453 4.2258 -3.2486
H 1.4603 3.9024 -3.9330
C 2.9786 -3.2462 -3.9090
C 2.1625 -2.1449 -4.5760
S 1.6882 -0.7238 -3.5700
C 3.2714 -0.0678 -3.0019
C 3.9335 -0.7184 -1.7793
S 2.7732 -1.1641 -0.4603
C 3.2486 -2.8708 -0.0703
C 3.5043 -3.8662 -1.1937
S 2.2042 -4.0122 -2.4549
H 3.9562 -2.8669 -3.6171
H 3.1553 -4.0288 -4.6506
H 1.2082 -2.5477 -4.9232
H 2.7051 -1.8005 -5.4617
H 3.0454 0.9704 -2.7693
H 3.9811 -0.0513 -3.8346
H 4.6761 -0.0187 -1.3881
H 4.4675 -1.6220 -2.0600
H 2.4097 -3.2267 0.5206
H 4.1147 -2.8852 0.5918
H 3.6001 -4.8385 -0.7084
H 4.4461 -3.6785 -1.7091
N -0.7771 -0.9873 1.8854
C -0.0616 -2.2358 2.0224
C 1.0860 -2.2891 2.8037
C 1.7592 -3.4915 2.9590
C 1.2895 -4.6423 2.3389
C 0.1279 -4.5883 1.5853
C -0.5461 -3.3854 1.4171
S 2.2739 -6.1434 2.3838
O 3.1972 -5.9368 1.2693
O 1.3207 -7.2181 2.1709
O 2.9105 -6.1252 3.6893
H -1.7742 -1.1859 1.8218
H -0.6694 -0.4291 2.7261
H 1.4573 -1.3882 3.2792
H 2.6575 -3.5539 3.5591
H -0.2320 -5.4975 1.1205
H -1.4521 -3.3430 0.8247
O -1.4783 1.6089 1.9971
*
```

---

# 2
Computed, not measured: a molecular structure, C33H43BFFeN7 at a distorted geometry, with ωB97M-V/def2-TZVPD.

Computed properties:
* gap between HOMO and LUMO (spin up / spin down): 0.2794 / 0.2716 Eh
* E: -3055.14663 hartree
* maximum force: 2.8 eV/Å

ORCA input file:
```
! wB97M-V def2-TZVPD RIJCOSX def2/J DEFGRID3
* xyz 0 5
Fe 0.5597 -0.3761 -0.6219
C 3.5034 -2.1570 -2.4619
C 3.8424 -1.1405 -1.4279
C 5.0987 -0.7986 -0.9222
C 4.8515 0.1521 0.0524
C 5.8379 0.8697 0.9020
N 3.5199 0.3450 0.1088
N 2.9084 -0.4309 -0.8033
B 2.7663 1.1911 1.1515
N 1.8924 2.2458 0.4580
N 0.9296 1.9549 -0.4366
C 0.4080 3.1033 -0.8571
C -0.7008 3.1829 -1.8486
C 1.0601 4.1684 -0.2284
C 2.0009 3.5807 0.5949
C 2.9837 4.2469 1.4854
N 1.9439 0.2245 2.0400
N 1.2621 -0.8190 1.5304
C 0.8807 -1.5941 2.5422
C 0.1693 -2.8798 2.3091
C 1.3035 -1.0239 3.7458
C 1.9720 0.1337 3.3841
C 2.5848 1.1568 4.2716
H 4.3977 -2.4671 -2.9968
H 2.7795 -1.7553 -3.1692
H 3.0631 -3.0332 -1.9858
H 6.0499 -1.1914 -1.2187
H 6.8423 0.5682 0.6184
H 5.6824 0.6390 1.9542
H 5.7425 1.9467 0.7752
H 3.5532 1.7416 1.8299
H -1.1795 2.2125 -1.9530
H -0.3251 3.5054 -2.8218
H -1.4401 3.9103 -1.5155
H 0.8708 5.2147 -0.3507
H 2.8943 5.3240 1.3870
H 3.9965 3.9471 1.2265
H 2.8053 3.9728 2.5226
H -0.4892 -2.7834 1.4517
H -0.4115 -3.1760 3.1772
H 0.8834 -3.6743 2.0939
H 1.1473 -1.3970 4.7382
H 2.3098 0.9606 5.3061
H 2.2333 2.1473 3.9879
H 3.6709 1.1432 4.1836
C -3.2783 -1.5207 -3.7243
C -2.5475 -0.2110 -3.3970
C -1.0336 -0.4269 -3.4711
C -3.0804 0.4240 -2.1214
C -4.0619 1.3858 -2.3197
C -4.6086 2.0936 -1.2692
C -4.1417 1.8560 0.0078
C -3.1760 0.8965 0.2668
C -2.7087 0.7995 1.7042
C -1.2670 1.2954 1.7954
C -2.8576 -0.5942 2.3076
C -2.6567 0.1294 -0.8046
N -1.6869 -0.8548 -0.6110
C -2.0198 -2.1543 -0.6624
C -3.3246 -2.6745 -0.4635
C -3.5667 -4.0297 -0.4689
C -2.5500 -4.9494 -0.6949
C -1.2602 -4.4879 -0.9130
C -1.0286 -3.1369 -0.8801
F 0.2690 -2.6846 -1.1189
H -3.0774 -1.8109 -4.7549
H -4.3539 -1.4003 -3.6017
H -2.9377 -2.3246 -3.0758
H -2.7966 0.5039 -4.1916
H -0.7317 -1.2789 -2.8678
H -0.4832 0.4542 -3.1312
H -0.7482 -0.6347 -4.5018
H -4.3949 1.5918 -3.3279
H -5.3762 2.8305 -1.4484
H -4.5379 2.4408 0.8282
H -3.3264 1.4836 2.3004
H -0.6293 0.6761 1.1623
H -0.8998 1.2418 2.8170
H -1.1908 2.3234 1.4494
H -2.3544 -1.3318 1.6955
H -3.9075 -0.8664 2.3915
H -2.4186 -0.6102 3.3020
H -4.1321 -1.9781 -0.2931
H -4.5745 -4.3853 -0.3027
H -2.7562 -6.0073 -0.7064
H -0.4449 -5.1629 -1.1178
*
```

---

# 3
Computed, not measured: a molecular structure, C33H43Cl2N2OP3SV at a distorted geometry, with ωB97M-V/def2-TZVPD.

Computed properties:
* gap between HOMO and LUMO (spin up / spin down): 0.2506 / 0.1801 Eh
* E: -4754.01026 hartree
* ΔE to the lowest compared entry with this formula, charge and spin: 4.745 eV
* maximum force: 7.4 eV/Å

ORCA input file:
```
! wB97M-V def2-TZVPD RIJCOSX def2/J DEFGRID3
* xyz 2 2
P 1.3108 1.2652 -2.4378
C 2.9914 1.2713 -2.1321
C 3.6571 0.7347 -3.2792
H 3.0551 0.1449 -3.9905
C 4.9842 1.0760 -3.4969
H 5.4612 0.6953 -4.4066
C 5.6452 1.8778 -2.5541
H 6.6723 2.1336 -2.7578
C 5.0294 2.3195 -1.3769
H 5.5877 2.9289 -0.6601
C 3.6961 1.9917 -1.1281
H 3.1675 2.3108 -0.2232
C 0.6418 -0.2861 -2.9877
C 1.2398 -1.5613 -2.8040
H 2.1947 -1.6537 -2.2823
C 0.6499 -2.6757 -3.3969
H 1.0984 -3.6640 -3.2753
C -0.5058 -2.5280 -4.1657
H -0.9760 -3.3940 -4.6225
C -1.0997 -1.2750 -4.3615
H -1.9842 -1.1401 -4.9855
C -0.5456 -0.1614 -3.7495
H -0.9423 0.8508 -3.9349
C 0.2645 2.5960 -2.1779
C 0.4658 3.2849 -3.4086
H 1.2300 2.8727 -4.0960
C -0.3228 4.3843 -3.6898
H -0.1733 4.8665 -4.6540
C -1.2536 4.8056 -2.7271
H -1.8530 5.6688 -2.9793
C -1.4053 4.1721 -1.4899
H -2.1219 4.5576 -0.7612
C -0.6458 3.0407 -1.1870
H -0.7405 2.5172 -0.2283
V -0.1545 -0.3493 2.3275
C -2.1782 -1.1342 1.9780
C -2.5081 -1.5518 0.7253
H -2.8794 -1.2683 2.8464
C -1.5640 -1.0668 -0.3843
O -2.1693 0.0677 -1.0647
H -1.6345 0.2962 -1.8286
C -0.4118 -0.6666 0.4251
H -1.3609 -1.8936 -1.1232
C 0.9182 -0.6557 0.8882
Cl -0.5911 -1.4374 4.3280
Cl 1.9485 0.6511 3.1152
P 1.4724 -2.4234 1.9904
C 2.4080 -2.7647 3.5086
H 1.7326 -3.1271 4.2992
H 2.9007 -1.8317 3.8208
H 3.1549 -3.5296 3.2446
C 0.3367 -3.8100 1.6710
H -0.1736 -3.6620 0.7081
H -0.4209 -3.8856 2.4654
H 0.9369 -4.7323 1.6296
C 2.7056 -2.4972 0.6665
H 3.1966 -1.5108 0.6157
H 2.1692 -2.6985 -0.2755
H 3.4208 -3.2910 0.9078
P -4.1079 -2.3535 0.2630
C -4.5555 -3.3543 1.6606
C -3.7535 -3.3307 -1.1872
H -4.5491 -2.7773 2.5841
H -3.8656 -4.1938 1.7617
H -5.5581 -3.7378 1.4779
H -3.3620 -2.7079 -1.9964
H -4.6991 -3.7852 -1.4954
H -3.0320 -4.1179 -0.9485
C -5.2282 -1.0162 -0.1154
H -5.5748 -0.5591 0.8135
H -6.0674 -1.4460 -0.6644
H -4.7039 -0.2724 -0.7187
H 1.5189 0.0889 0.2094
C -0.6067 1.7456 5.6157
N -0.0477 2.7335 4.7052
C 0.9032 3.6785 5.0524
C 1.2503 4.3400 3.9088
N 0.4908 3.7851 2.8920
C -0.2978 2.7778 3.3680
S -1.2980 1.7306 2.4820
H -1.6707 1.6110 5.3815
H -0.0962 0.7778 5.5133
H -0.4837 2.1152 6.6312
H 1.2100 3.8184 6.0700
H 1.9228 5.1567 3.7556
H 0.5341 4.0379 1.9033
*
```